25
Properties=species:S:1:pos:R:3:forces:R:3:lowdin_charge:R:1 method="wB97M-V/def2-TZVPD" homo_energy_ha=-0.3875 charge=+1 de_lowest_kcal_mol=136.9 homo_lumo_gap_ev=6.224 spin_multiplicity=1
C 3.6220 -0.8667 -0.2475 -1.64 0.08 -3.39 0.057
N -1.2077 -1.5856 0.2790 1.21 0.36 0.64 0.039
C -0.7927 -2.7666 0.1295 -0.03 1.03 -1.86 0.063
H -1.2876 2.0398 0.6346 2.15 1.36 -0.58 0.055
C -3.4763 -0.2085 -0.5172 0.36 0.79 -0.85 -0.024
H 3.8268 -0.7271 0.7307 1.56 -0.83 3.27 0.075
H -2.6596 1.9619 1.3857 -1.58 -0.67 2.22 0.071
O 0.1777 0.1884 0.1790 2.85 -0.23 -1.18 0.084
H -4.0655 0.5895 -1.0155 0.05 -0.47 0.73 0.108
N -2.2244 0.4290 -0.0966 0.69 1.06 0.31 -0.140
H -4.0242 -0.7641 0.2316 -0.13 0.32 0.63 0.092
H -3.3005 -0.9143 -1.3039 0.48 -0.45 -0.46 0.083
C -1.0831 -0.3008 0.0955 -3.10 -4.52 0.53 -0.348
H 3.2408 1.5653 0.7072 1.98 -0.04 2.03 0.084
H -0.5869 -3.4371 0.9393 -0.42 -0.04 1.14 0.029
C -2.2703 1.7838 0.4436 -1.20 -0.68 -2.15 -0.018
H 4.3653 -0.3919 -0.8584 0.45 -0.03 -0.36 0.112
H 1.5308 1.7566 0.4548 0.23 -0.52 0.34 0.108
H -2.8886 2.3930 -0.2355 0.94 0.19 0.05 0.111
N 2.4120 -0.0343 -0.3138 -2.39 -0.04 0.50 -0.089
C 1.2690 -0.6303 -0.1484 -2.49 2.29 0.73 0.046
H 2.6428 2.0785 -0.7056 0.49 0.46 -2.16 0.098
H 3.3176 -1.8504 -0.6624 0.75 0.41 0.80 0.133
C 2.4740 1.3872 0.0554 -1.99 -0.06 -0.47 0.043
H 0.9887 -1.6954 -0.1610 0.80 0.21 -0.46 0.128


25
Properties=species:S:1:pos:R:3:forces:R:3:lowdin_charge:R:1 method="wB97M-V/def2-TZVPD" homo_energy_ha=-0.5016 charge=+1 smiles="C=C1N=N[C@@]([NH3+])(OCC)[C@@H]1C" de_lowest_kcal_mol=90.7 homo_lumo_gap_ev=9.320 spin_multiplicity=1
H -3.7996 2.0713 -0.2077 -0.39 0.67 -0.66 0.079
C -2.0668 0.9047 0.0175 -2.55 -0.50 1.83 -0.282
N 0.2350 -1.3212 -1.2368 -0.05 1.07 -1.48 0.270
H 0.8978 -0.9498 -1.9406 0.60 -0.96 0.55 0.157
N -0.2965 1.0735 -1.2759 -1.01 0.54 -0.43 0.115
H -2.3288 -1.7973 -0.1561 -0.83 -0.48 0.24 0.071
H -3.8546 0.8214 1.0337 -2.31 -2.05 3.19 0.033
H -0.9068 -2.3550 0.7833 -0.88 0.48 0.26 0.077
H 2.5966 0.2167 -1.2915 -0.16 1.48 1.72 0.150
H -0.7319 0.0942 1.5905 -0.31 0.26 -0.13 0.152
H 2.0648 1.8925 -0.4646 0.66 -1.35 -0.46 0.143
C -3.3624 1.2536 0.2955 4.78 0.74 -2.64 0.204
H 3.2838 1.1734 1.6094 -0.67 0.91 0.94 0.073
C 2.3859 0.8151 -0.2977 -1.80 0.70 -1.75 -0.221
H 4.2846 1.2323 0.2746 2.80 0.50 -1.01 0.058
C 0.0512 -0.0258 -0.3710 -1.17 0.24 1.96 -0.470
C -1.7581 -1.6233 0.7420 0.79 1.09 2.44 -0.033
H 3.5130 -0.4061 0.9663 1.14 1.96 -0.78 0.135
H 0.5049 -2.1199 -0.6495 0.52 0.41 -0.44 0.165
C -1.1643 -0.1778 0.6229 0.67 -0.35 -0.70 -0.192
H -0.5263 -1.6249 -1.8775 -0.14 0.43 0.99 0.185
C 3.4941 0.7290 0.6761 -2.25 -4.01 1.10 -0.064
N -1.4358 1.5691 -1.0049 2.39 -0.51 -1.23 0.116
O 1.2109 0.2018 0.3383 -0.56 -0.89 -0.51 -0.076
H -2.2907 -1.6475 1.8237 0.74 -0.37 -3.02 0.153


27
Properties=species:S:1:pos:R:3:forces:R:3:lowdin_charge:R:1 method="wB97M-V/def2-TZVPD" homo_energy_ha="-0.2834 / -0.2834" charge=0 smiles="CCN(CC)[C@@H]1C(=S)CNN=[N+]1[S-]" de_lowest_kcal_mol=52.1 homo_lumo_gap_ev="6.607 / 6.606" spin_multiplicity=1
N -0.4153 0.1717 0.2693 4.12 -3.22 -3.18 -0.176
H -0.4244 -1.1655 -3.0940 -2.37 -0.78 -4.13 0.076
H -1.0001 0.4160 2.2252 -0.69 -0.24 -0.26 0.123
H -2.7924 0.9356 0.0431 0.21 -0.32 0.72 0.071
H -3.5505 0.0436 1.4313 0.22 0.24 0.15 0.059
C -0.0099 1.5168 0.2660 -1.40 2.38 1.18 -0.263
C 0.8442 -0.7505 0.1444 -3.23 1.01 -0.73 -0.335
H -1.1915 -1.2391 1.6315 0.04 0.61 -0.43 0.086
H 2.0005 -0.9761 -2.8621 -0.27 0.69 0.18 0.137
C -1.2828 -0.1760 1.3208 -1.70 -0.13 1.14 -0.262
C 0.9798 1.8686 1.3725 0.39 -0.28 0.97 -0.095
N 0.3286 -2.1006 -0.3454 0.70 1.80 0.58 -0.610
C -2.7195 0.0618 0.7227 0.01 -1.64 -0.70 -0.068
N -0.0038 -1.1337 -2.2710 2.86 1.92 3.85 0.006
S 0.4806 -3.2961 0.7824 -0.21 -1.28 0.48 0.536
H -2.8976 -0.8459 0.0441 0.23 1.24 0.82 0.091
H 1.8747 2.3090 1.0469 1.38 0.45 -0.80 0.040
H 0.2076 2.0652 -0.7319 -0.42 -1.30 1.43 0.152
H 1.1199 0.5435 -2.7115 -0.41 2.58 -1.17 0.092
H 1.2426 -0.9254 1.1062 0.78 -0.32 0.73 0.071
H -0.9339 1.9147 0.7563 0.40 0.79 -1.46 0.111
N -0.1736 -2.1796 -1.4852 -0.56 -1.03 -0.54 0.045
S 3.4011 -0.0790 -0.5358 -1.41 0.08 -0.33 0.787
C 1.8071 -0.2915 -0.8832 1.85 0.01 0.27 -0.693
C 1.2709 -0.3666 -2.2798 0.17 -3.90 1.25 -0.143
H 0.5348 2.6309 1.9840 -0.18 0.30 0.58 0.066
H 1.3030 1.0482 2.0533 -0.52 0.34 -0.59 0.096


29
Properties=species:S:1:pos:R:3:forces:R:3:lowdin_charge:R:1 method="wB97M-V/def2-TZVPD" homo_energy_ha="-0.4591 / -0.4591" charge=+1 de_lowest_kcal_mol=25.3 homo_lumo_gap_ev="8.635 / 8.635" spin_multiplicity=1
N -1.5665 1.1807 2.8372 0.30 -0.93 2.17 0.027
C -0.5457 -1.5830 0.9133 -0.08 -0.82 -2.56 0.013
O 4.5233 -0.3528 -1.0569 3.07 2.18 0.89 0.274
H 0.0769 -2.5420 -3.0486 -0.07 1.06 0.90 0.141
H -1.5165 -1.3524 1.2616 -0.90 0.10 1.12 0.058
O 2.7327 -1.6441 -1.4998 -3.38 -2.41 -0.71 0.196
O 1.9641 0.7189 0.0946 -0.11 0.15 0.55 0.080
H 1.8512 0.9173 2.6207 2.91 2.27 1.38 0.081
H -1.5551 1.4822 3.8336 0.65 0.62 -1.31 0.051
N -0.1046 -1.7635 -2.3841 3.12 -0.07 -0.56 0.102
H 0.1572 -1.9536 1.7424 -1.13 0.28 -1.79 0.130
H -2.0990 -1.6098 -3.0116 0.70 0.16 -0.01 0.149
C 1.1630 0.2418 0.8772 -0.07 1.10 0.38 -0.491
C 0.0005 2.7182 -0.8630 -0.91 1.50 -2.56 0.103
H -2.4316 0.6812 2.8854 -0.75 -0.16 -1.02 0.009
N -0.6769 1.7200 -0.6001 0.25 0.16 1.16 0.134
H -1.5247 1.9030 2.1430 -0.45 0.46 0.25 0.005
H -0.8183 -2.2699 -0.0234 1.40 0.76 2.35 0.127
C -1.6135 -0.1260 -1.6292 0.90 -0.04 1.01 -0.030
C -1.2862 -1.1650 -2.4168 -0.88 -0.70 0.26 -0.185
H 0.7113 2.8049 -1.6749 1.26 -0.86 0.52 0.121
C 3.6162 -0.9862 -1.2417 0.42 0.24 -0.22 -0.479
N 1.2438 0.3114 2.2415 -0.36 -1.25 -4.61 0.242
H 0.7918 -1.2286 -2.0190 -2.52 -1.80 -0.96 0.140
H -2.5609 0.3142 -1.6867 -1.05 0.73 -0.27 0.100
H 0.6959 -0.1877 2.8317 -2.32 -1.32 1.75 0.051
N -0.0375 -0.3102 0.3224 0.13 0.12 -0.57 -0.001
C -0.6858 0.4316 -0.6660 0.06 -2.59 1.30 -0.242
H -0.5050 3.6495 -0.7827 -0.19 1.06 1.17 0.096


27
Properties=species:S:1:pos:R:3:forces:R:3:lowdin_charge:R:1 method="wB97M-V/def2-TZVPD" homo_energy_ha="-0.5810 / -0.5906" charge=+2 de_lowest_kcal_mol=87.6 homo_lumo_gap_ev="6.614 / 8.432" spin_multiplicity=1
H -2.5828 -3.8072 -1.9432 -0.11 0.55 0.88 0.076
C -2.0416 -2.9912 -2.4118 1.30 -0.09 -2.61 -0.057
H -0.5571 -3.2373 -0.8921 0.87 0.62 -1.07 0.105
C -0.0209 -0.7518 0.7407 -1.50 -2.14 -0.03 -0.297
N -0.5515 -1.1907 -1.5692 -1.07 -1.54 -2.21 0.025
H -2.5698 -2.0178 -2.5304 -0.25 -1.14 0.08 0.080
H -0.4650 -2.7353 0.9446 -0.14 -0.49 0.42 0.108
H 0.0961 0.0307 2.6293 0.83 0.59 -2.03 0.223
N -0.3617 -1.8685 1.4318 0.97 1.86 1.41 0.229
C 1.3661 3.6432 1.8117 2.17 0.16 0.29 -0.039
N 1.5918 3.3374 0.3545 -1.23 2.38 1.52 0.089
H 0.6180 1.5449 -2.0482 0.39 0.13 -0.55 0.075
H 0.1084 -3.0396 -2.6749 -0.14 0.98 1.57 0.146
N 1.1121 2.2733 2.3695 -0.14 1.55 -2.70 0.199
H 0.6191 4.3372 2.2261 -0.26 -0.20 -1.00 0.149
N -0.3528 -0.5718 -0.4951 1.46 3.28 0.79 0.105
H 1.4268 4.1252 -0.3124 0.25 -1.05 0.81 0.194
H 0.9070 2.0329 3.2845 -0.15 0.15 2.42 0.156
C 1.0456 2.1244 0.0987 -0.34 -1.04 0.03 -0.309
H -1.8845 -3.4816 -3.4483 -0.36 1.28 1.33 0.112
C 0.9292 1.4948 -1.0338 -1.21 -1.36 -0.05 0.273
H -0.2490 -1.7423 2.4685 -0.35 -1.54 -1.63 0.159
C 0.7557 1.4741 1.4127 2.10 2.23 -1.76 -0.208
C -0.5855 -2.6665 -1.8596 -1.49 -1.36 0.27 -0.131
H 2.3536 4.0327 2.1035 -0.43 -0.31 0.63 0.146
N 0.3721 0.2670 1.6172 -1.85 -2.80 2.28 0.202
H -1.0795 -0.6161 -2.2744 0.71 -0.70 0.92 0.189


23
Properties=species:S:1:pos:R:3:forces:R:3:lowdin_charge:R:1 method="wB97M-V/def2-TZVPD" homo_energy_ha="-0.5308 / -0.5308" charge=+1 de_lowest_kcal_mol=185.0 homo_lumo_gap_ev="9.126 / 9.125" spin_multiplicity=1
H -0.3384 -1.4308 -2.5288 -1.73 0.71 -1.00 0.125
C 1.5117 0.5503 1.1982 1.64 -1.69 3.37 -0.380
H 3.6485 -0.2750 0.9891 -1.65 2.27 -0.29 0.139
H -0.2832 0.1869 -2.9727 -0.53 0.39 0.53 0.099
H -3.6780 0.3125 -2.4633 1.14 0.00 0.80 0.121
H 1.9622 -0.8822 2.8590 -1.89 1.36 -0.40 0.132
C 3.0010 0.7229 0.9874 1.72 0.86 -0.25 -0.052
H 0.8757 1.3356 1.1000 -1.17 3.15 -0.39 0.107
H -1.7040 -0.0725 0.7463 -1.13 0.90 4.29 0.037
H -3.9870 -0.8928 -1.2404 1.86 0.92 -0.49 0.148
H 3.3103 1.3243 1.8737 0.02 -0.65 -0.43 0.091
C -1.0663 -0.5555 -2.7372 3.21 -0.64 2.51 -0.014
C -3.2600 0.0040 -1.4643 -2.38 -3.67 -2.33 -0.042
H 0.2075 -0.2562 2.7899 -1.26 -0.66 0.30 0.041
C -1.7859 -0.3108 -1.4166 1.31 0.36 1.05 -0.296
C -1.3535 -0.2917 -0.1453 1.99 -0.62 -5.88 0.293
C 1.2165 0.0274 2.7271 3.23 -2.02 -0.85 0.008
H 1.4891 0.6120 3.6150 -0.12 0.87 -0.97 0.092
N 0.8496 -0.3981 0.3899 -1.93 -2.52 -2.32 -0.020
H -1.6875 -0.5362 -3.5843 -0.95 -0.81 -0.80 0.067
O 1.4471 -1.2937 -0.1082 -0.41 0.75 0.38 0.151
H -3.6144 0.6335 -0.7605 -0.61 2.60 2.27 0.037
H 3.2390 1.4863 0.1459 -0.34 -1.89 0.90 0.117


24
Properties=species:S:1:pos:R:3:forces:R:3:lowdin_charge:R:1 method="wB97M-V/def2-TZVPD" homo_energy_ha=-0.5169 charge=+1 smiles="C=[N+](C)[C@@](C)(C=O)[C@H](C)O" de_lowest_kcal_mol=88.5 homo_lumo_gap_ev=9.954 spin_multiplicity=1
H 1.0223 -0.0567 1.7364 -0.29 -1.49 0.93 0.046
H 1.6550 -1.8085 -2.3171 1.15 -0.88 -0.98 0.107
C -2.3246 1.0481 -0.0826 -3.86 -3.58 -1.82 -0.014
H -3.2681 0.7607 0.5148 1.37 0.34 -0.66 0.108
H -1.9377 1.8511 0.3903 1.57 2.56 1.52 0.013
N 0.8965 -0.9310 -0.6887 2.68 -0.97 -1.95 -0.102
C 0.7058 0.6999 1.0800 -0.30 0.84 1.17 -0.037
H -0.0004 -1.0334 -2.4806 -0.96 0.37 -1.16 0.105
C -1.4013 -0.2606 -0.1356 0.56 2.47 -0.94 -0.342
H -2.8565 1.4083 -1.0955 1.81 -1.09 1.89 0.138
C 2.1317 -1.4064 0.0473 -1.10 -1.30 -0.26 0.045
H 1.8118 -1.5368 1.1031 0.47 -0.94 -0.98 0.109
H -1.6771 -0.7281 -1.0957 0.13 -0.46 0.50 0.137
H 2.8499 -0.6369 0.0824 0.92 1.05 -0.23 0.083
H 0.4031 2.5480 -1.1928 0.32 -2.00 -0.57 0.182
H 1.7141 1.1979 1.0691 -1.34 0.51 -0.86 0.123
H -0.0679 1.1987 1.7146 0.82 0.20 -0.87 0.122
O 0.9693 1.0237 -2.5242 0.81 -0.12 -0.96 0.103
C 0.1114 0.1282 -0.1887 0.48 2.73 -1.49 -0.320
O -1.3625 -1.1255 0.9710 -1.95 0.12 0.46 -0.006
H 2.5717 -2.2951 -0.5379 -0.91 1.23 1.46 0.140
C 0.9013 -1.1800 -1.9791 -1.30 -0.09 3.06 0.167
C 0.5626 1.4204 -1.5063 -2.07 0.55 3.31 -0.045
H -2.2474 -1.1622 1.4128 1.00 -0.05 -0.57 0.139


26
Properties=species:S:1:pos:R:3:forces:R:3:lowdin_spin:R:1 method="wB97M-V/def2-TZVPD" s2=2.007 homo_energy_ha="-0.2116 / -0.3743" charge=0 homo_lumo_gap_ev="6.601 / 7.147" spin_multiplicity=3
H 1.7619 2.7186 0.4312 1.46 -0.43 0.30 0.002
H 2.6650 -0.5133 -2.5063 -1.99 -1.31 0.30 0.001
N -0.7809 0.8191 -0.9215 -1.86 0.67 -0.14 0.911
O 1.5989 -0.8724 1.6550 0.37 -0.09 0.16 0.029
H -0.3012 -2.1582 1.0576 -1.35 -0.49 0.16 0.002
H 3.6592 2.4382 0.7336 -2.12 -1.05 -0.24 0.001
P 1.4620 -0.3250 0.3052 -1.88 -0.35 -0.64 0.108
H -2.3960 1.3661 1.2221 -0.65 4.46 3.43 0.003
C -2.1953 0.9515 -0.6801 -1.97 -0.46 -5.32 0.094
O 1.7454 -1.4397 -0.8355 0.35 0.36 0.88 0.049
H 2.2580 1.6894 1.8328 1.04 0.51 -1.84 0.002
C 2.5812 1.9931 0.7481 -1.16 0.72 1.68 0.008
H -2.4758 1.9465 -0.9999 -0.59 0.32 0.32 0.007
C -0.2440 0.2690 0.0783 5.29 -1.93 3.82 0.513
H 0.7947 -0.6776 -2.4490 -0.04 0.17 -0.54 0.002
H -2.2366 -2.3311 1.4045 1.60 0.53 -0.19 0.012
C -1.3529 -1.8192 0.8845 -1.03 0.81 -1.43 0.032
O 2.4183 0.8554 -0.1166 1.14 0.30 -0.27 0.024
H 1.7891 -2.1059 -2.7133 0.11 -1.70 -0.96 0.001
H -1.6055 -1.8946 -0.2266 0.48 -0.32 1.25 0.001
C -2.5218 0.5484 0.7086 0.48 -5.11 -1.63 0.026
H -3.4110 -0.1125 0.8457 0.28 1.31 -0.11 0.001
H -2.6231 0.2537 -1.4817 -0.24 0.84 1.16 0.012
C -1.2904 -0.2744 1.1357 -0.33 -1.85 -3.14 0.142
C 1.7298 -1.1878 -2.2384 1.68 3.32 1.14 0.004
H -1.0291 -0.1374 2.1263 0.93 0.77 1.86 0.012


24
Properties=species:S:1:pos:R:3:forces:R:3:lowdin_charge:R:1 method="wB97M-V/def2-TZVPD" homo_energy_ha=-0.3319 charge=0 smiles="CC(C)(C)PC1=NCCO1" de_lowest_kcal_mol=36.5 homo_lumo_gap_ev=9.899 spin_multiplicity=1
H 4.4350 0.6963 0.7511 2.55 1.92 0.33 0.090
N 1.7688 0.4885 -0.9141 -0.94 1.25 2.15 0.054
C 1.5747 0.7681 0.3352 -2.34 0.09 -1.90 -0.567
H -2.9958 1.4749 0.7415 0.13 0.19 0.82 0.062
H 3.8668 -0.9230 0.7552 0.58 -0.80 0.37 0.113
H 3.2173 -0.8648 -1.4910 0.23 0.40 0.39 0.123
C -2.4988 0.5406 1.0424 -1.38 0.39 0.11 -0.191
H -0.5640 0.5493 -1.9099 -1.65 1.11 0.54 0.091
H -1.4546 -1.6251 0.9965 0.46 0.37 -1.59 0.095
H 0.0332 -1.1952 0.0025 -1.13 -1.19 -0.53 0.064
O 2.5440 0.4760 1.1979 -1.02 1.05 1.87 -0.063
H 0.1659 0.6423 2.1416 -0.54 0.05 0.05 -0.035
C -1.5136 0.9156 -1.3474 1.51 0.03 -0.02 -0.126
H -2.3451 0.2831 -1.6639 -0.32 0.77 -0.76 0.066
C -1.0952 -1.1697 0.0108 1.89 0.77 1.27 -0.096
H -1.5890 -1.5843 -0.8900 0.44 -0.05 0.66 0.083
H -1.6570 2.0737 -1.3869 0.10 -2.26 -0.13 0.106
H -3.3696 -0.2108 0.9608 1.68 0.65 0.02 0.104
H 3.6532 0.8050 -1.5391 1.18 1.41 -1.39 0.083
C 3.1404 0.1116 -0.9684 0.81 -2.19 -0.32 -0.197
C 3.6748 0.0870 0.4758 -2.20 -2.37 -1.56 -0.132
H -2.0938 0.5593 2.1207 -1.11 0.01 -1.49 0.067
P -0.1015 1.4465 1.0008 2.23 -1.05 -0.51 1.045
C -1.3034 0.3657 0.0620 -1.14 -0.56 1.61 -0.842


22
Properties=species:S:1:pos:R:3:forces:R:3:lowdin_charge:R:1 method="wB97M-V/def2-TZVPD" homo_energy_ha=-0.3162 charge=0 de_lowest_kcal_mol=87.6 homo_lumo_gap_ev=9.528 spin_multiplicity=1
H -2.4866 1.5091 -1.1251 0.03 0.00 0.07 0.067
H 1.5563 2.8756 -0.6113 0.01 -0.03 0.02 0.054
C 1.1847 -1.5163 0.0234 0.10 0.08 -0.01 -0.109
H 2.6594 -0.6143 -1.2834 -0.03 0.03 0.04 0.104
H 3.1769 -0.7768 0.3880 -0.05 0.02 -0.03 0.106
C 2.3214 -0.5196 -0.2475 -0.03 -0.09 0.00 -0.261
C -2.0280 0.5431 -0.9176 0.09 0.00 0.03 -0.052
H 2.1608 1.7060 -1.9065 0.00 -0.03 0.03 0.057
C -2.4917 -0.8410 1.2689 -0.01 0.01 0.03 -0.010
C -1.9176 0.2754 0.4690 0.19 0.16 0.01 -0.521
H -2.1492 -0.8016 2.3012 -0.01 0.01 -0.05 0.085
H -3.5822 -0.8286 1.2259 0.07 0.02 -0.01 0.089
O -1.1058 1.1188 1.0056 -0.19 -0.17 -0.30 -0.025
H -0.9056 1.3011 -0.2636 -0.18 -0.11 0.18 0.193
C 1.9147 0.8982 0.0276 -0.04 0.07 -0.11 -0.217
H 1.5988 1.1084 1.0463 0.02 0.02 -0.01 0.098
C 1.8757 1.8740 -0.8730 0.01 -0.13 0.09 -0.008
H 0.3395 -1.3207 -0.6391 0.02 0.01 0.00 0.062
H -2.3042 -0.2296 -1.6278 0.01 0.01 0.05 0.055
H 1.5174 -2.5443 -0.1368 -0.01 0.06 0.01 0.069
H -2.1645 -1.7845 0.8221 -0.01 0.05 0.00 0.093
H 0.8299 -1.4323 1.0536 0.02 0.01 -0.02 0.071


Computed DFT total energy, in the same sequence as the records: -13991.867, -13993.871, -35111.864, -21071.511, -16404.280, -11009.800, -13061.017, -24403.266, -20310.177, -9529.969 eV.